Record 1
This record from the OMol25 dataset describes a single C16H28N2O molecule. The level of theory is ωB97M-V/def2-TZVPD.

Geometry as XYZ:
```
47
Properties=species:S:1:pos:R:3:forces:R:3
C -2.340859 2.958211 -0.804388 -2.0 -2.1 0.5
C -1.728632 1.546004 -1.053308 0.2 0.0 1.3
C -0.571116 1.285044 0.017672 -3.0 -1.0 -1.1
C -0.097479 -0.212702 0.023397 -0.6 2.0 0.6
C 0.729803 -0.376070 1.258382 1.9 0.4 1.7
C 2.063477 0.441434 1.237183 -3.6 2.0 1.5
N 2.151919 1.709493 1.742182 -0.2 -5.3 -0.9
O 1.196984 2.052991 2.491941 -0.5 2.3 0.5
C 3.461094 2.404633 1.630838 -2.1 1.9 -1.9
C 4.140303 2.110666 0.287192 1.4 0.5 1.1
C 3.861613 0.715116 -0.235999 2.0 -0.1 1.0
C 3.223110 -0.198058 0.781159 1.9 0.0 -1.8
C -1.238895 -1.261139 0.124382 0.7 0.7 -0.5
C -0.714488 -2.686234 -0.148606 1.2 -0.4 1.9
C -1.817249 -3.685978 -0.199675 -1.1 -0.5 0.2
C -2.918224 -3.262650 -1.203451 -0.3 -1.1 1.7
N -3.307992 -1.917890 -0.867236 -0.5 -0.5 0.0
C -2.245672 -0.962333 -0.988424 -0.8 1.3 0.9
C -2.832449 0.487378 -0.885602 1.0 0.0 0.4
H -2.902316 3.220683 -1.762099 0.5 0.3 1.6
H -3.056871 2.865682 0.167962 1.5 0.5 -2.4
H -1.518868 3.581565 -0.553383 0.4 1.2 -0.1
H -1.363683 1.504845 -2.094001 0.2 0.0 0.4
H 0.129639 2.091372 -0.120923 0.9 -0.3 0.1
H -1.048036 1.447011 1.002797 0.2 0.1 -0.3
H 0.520744 -0.391825 -0.861706 0.0 -0.2 -0.1
H 0.213905 -0.235312 2.245561 0.0 0.4 -1.1
H 0.939197 -1.437509 1.222839 1.0 -0.2 0.5
H 4.078618 2.160999 2.454956 0.4 -0.3 1.0
H 3.248095 3.505458 1.556719 0.0 -1.0 1.0
H 5.222763 2.217919 0.653660 -1.1 -0.1 -1.4
H 3.909221 2.900613 -0.466915 0.2 -0.7 0.7
H 4.796434 0.278948 -0.495138 0.9 -0.4 -0.6
H 3.299437 0.740534 -1.097718 -1.5 0.1 -1.9
H 3.867471 -0.254712 1.599797 1.6 -0.3 1.6
H 3.161847 -1.212902 0.420634 -0.6 -0.2 -0.3
H -1.706694 -1.176195 1.151304 0.2 -0.2 -1.2
H 0.045469 -3.098588 0.594875 -0.9 0.9 -0.4
H -0.148356 -2.751164 -1.045266 0.4 0.5 -1.3
H -1.421470 -4.674302 -0.393174 0.1 -0.3 -0.5
H -2.205540 -3.788839 0.822152 -0.5 0.2 -0.2
H -2.571157 -3.378295 -2.206808 0.7 0.1 -1.1
H -3.776287 -3.966510 -1.135921 0.3 0.6 0.2
H -4.163935 -1.651837 -1.308274 -0.3 0.3 -0.4
H -1.692491 -1.043076 -1.950360 -0.2 0.1 0.1
H -3.343430 0.747763 0.089535 0.4 -0.9 -0.9
H -3.528956 0.649760 -1.698745 -0.5 -0.1 -0.1
```
Forces are in eV/Å.

Results
SMILES   C[C@H]1C[C@@H](CC2=[N+]([O-])CCCC2)[C@@H]2CCCN[C@H]2C1
Energy above the lowest of the compared OMol25 structures with the same formula, charge and spin   5.801 eV
Frontier orbital gap   8.28 eV

List of natural (NBO) charges in e, atom by atom: -0.6010, -0.2030, -0.4047, -0.2101, -0.4329, 0.2301, 0.0959, -0.5697, -0.2556, -0.4033, -0.3890, -0.4632, -0.2157, -0.3949, -0.4032, -0.2139, -0.6386, -0.0310, -0.4034, 0.2101, 0.1987, 0.2089, 0.1872, 0.2168, 0.2111, 0.1968, 0.2414, 0.2094, 0.2088, 0.2332, 0.2107, 0.2188, 0.2051, 0.2051, 0.2077, 0.2293, 0.2209, 0.2020, 0.1952, 0.2045, 0.2002, 0.1571, 0.1984, 0.3663, 0.1560, 0.2075, 0.2001

=====

Record 2
This record from the OMol25 dataset describes a molecular structure, C32H48IrP2. The level of theory is ωB97M-V/def2-TZVPD.

Geometry as XYZ:
```
83
Properties=species:S:1:pos:R:3:forces:R:3
Ir 0.628450 1.606808 -3.450662 0.4 0.2 -0.1
C 0.609802 0.182243 -0.763079 -0.2 0.1 -0.1
C 1.809803 0.811411 -1.147230 -0.3 1.4 -0.6
C 0.001674 2.267860 -1.638482 1.4 -0.3 0.7
C -0.485338 1.024189 -1.055257 0.6 0.3 0.7
C 1.508345 2.120418 -1.698170 -1.1 0.8 2.3
C 0.530205 -1.124291 -0.052029 -0.1 -0.5 -0.2
H 1.328136 -1.808929 -0.370184 -0.1 0.2 0.1
H -0.417746 -1.621301 -0.277733 0.0 0.0 0.2
H 0.610930 -1.011073 1.042322 -0.1 0.1 -0.4
C -1.893545 0.823889 -0.644417 -0.5 -0.3 -0.4
H -2.251719 -0.180160 -0.922092 0.1 0.2 0.2
H -2.517381 1.559065 -1.171458 0.0 -0.3 0.3
H -2.024412 0.945137 0.446297 0.1 0.0 -0.4
C -0.629674 3.599911 -1.394578 -0.2 0.1 0.1
H -0.102789 4.097528 -0.567547 -0.2 0.0 -0.2
H -1.673603 3.473152 -1.086896 0.2 0.3 -0.2
H -0.564301 4.228754 -2.289223 -0.2 0.0 0.4
C 2.398046 3.307339 -1.541294 0.3 0.0 0.2
H 2.066330 3.879665 -0.664329 0.1 0.1 -0.2
H 2.381851 3.943156 -2.436790 0.2 -0.1 0.5
H 3.405748 2.954294 -1.307036 0.1 0.4 -0.3
C 3.197212 0.402882 -0.843028 0.6 -0.5 -0.2
H 3.443041 0.614530 0.211242 -0.1 -0.1 -0.3
H 3.907156 0.957237 -1.474076 -0.2 -0.3 0.3
H 3.361167 -0.667551 -1.017085 0.0 0.2 0.1
C -2.495179 -3.934786 -0.479367 1.0 -0.5 -0.6
C -1.203321 -4.344042 -0.576314 -0.9 0.2 0.3
C -0.508350 -5.033799 -1.704259 0.4 -0.4 -0.3
C -0.338056 -4.178106 -3.025868 0.2 -0.4 0.6
C -1.308943 -3.066445 -3.209223 3.7 0.7 1.3
C -2.572657 -3.339740 -3.606240 -4.1 -0.9 -1.9
C -3.758042 -3.399482 -2.720794 -0.1 -0.4 0.6
C -3.566306 -4.319071 -1.486710 -0.2 0.2 0.3
H -0.939218 -6.009671 -1.991452 -0.2 0.4 0.3
H -0.449352 -4.862757 -3.874908 0.2 0.0 0.1
H 0.506787 -5.255768 -1.333996 -0.4 -0.1 -0.3
H -3.381007 -5.354261 -1.828534 -0.2 0.4 0.1
H -3.920389 -2.762906 0.718603 0.5 -0.2 0.3
H -0.594827 -4.166699 0.314180 0.0 0.2 -0.3
H -4.517060 -4.286741 -0.934935 0.1 -0.3 -0.2
H -3.960101 -2.376783 -2.377517 -0.2 0.0 0.2
H -2.804520 -3.678944 -4.617369 0.3 0.4 -0.2
H -4.644018 -3.745636 -3.275528 0.3 0.2 0.1
H 0.682062 -3.788943 -3.022709 0.0 0.0 -0.1
H -1.017492 -2.086475 -2.832664 0.1 0.2 -0.2
P 0.280587 -0.290379 -4.566034 -1.4 -3.3 -1.8
P 0.585390 3.276953 -4.946196 0.1 -0.1 -0.8
C 1.137825 0.982282 -5.599926 -0.1 -1.4 -0.2
C 0.163402 1.979315 -6.182034 -0.1 1.4 0.0
H 1.844308 0.481588 -6.251787 -0.1 0.0 -0.4
H 1.896707 1.442001 -4.876615 0.4 0.2 -0.3
H 0.326447 2.218927 -7.232008 -0.1 0.0 0.0
H -0.899419 1.799942 -5.957626 0.5 -0.4 -0.5
C -0.641224 4.603255 -5.069921 0.4 0.2 0.1
H -0.751461 5.085874 -4.100551 -0.2 0.1 -0.1
H -1.583435 4.153276 -5.389903 0.0 0.1 0.1
H -0.318374 5.353284 -5.793023 -0.1 0.0 0.0
C 2.228158 3.766397 -5.668324 -0.1 0.7 0.5
H 2.143713 4.717468 -6.207777 0.0 -0.2 0.1
H 2.602035 2.998441 -6.366071 -0.3 0.3 0.4
H 2.946050 3.900746 -4.849867 0.0 0.0 -0.3
C -1.091881 -0.699681 -5.743782 -0.1 0.1 -0.1
H -1.430019 -1.738798 -5.652970 0.2 0.3 0.1
H -0.688861 -0.522862 -6.748476 -0.2 -0.3 0.0
H -1.961289 -0.049634 -5.613096 0.1 -0.1 0.1
C 1.325385 -1.773700 -4.947437 0.4 -0.2 0.1
H 2.008737 -2.061414 -4.144608 -0.1 0.2 0.0
H 1.922103 -1.575888 -5.845323 -0.1 0.0 0.1
H 0.692782 -2.644405 -5.159222 0.0 0.3 0.2
C -2.907776 -3.210942 0.740176 0.8 -0.1 -0.2
C -2.063404 -3.148414 1.775144 -1.8 0.3 -1.1
C -2.241320 -2.957840 3.158781 0.2 0.2 2.1
C -3.525309 -2.700208 3.729204 0.8 -0.3 -0.3
C -3.696304 -2.756624 5.101159 0.2 0.0 0.2
C -2.611337 -3.043880 5.939913 0.2 0.0 -0.3
C -1.327749 -3.207660 5.397871 -0.4 0.1 0.5
C -1.134766 -3.155582 4.028940 -0.7 0.2 -0.5
H -4.365022 -2.486373 3.070225 0.1 -0.1 0.2
H -4.683706 -2.592308 5.534469 0.3 0.0 -0.1
H -2.768010 -3.148954 7.014482 0.1 0.1 -0.3
H -0.482774 -3.387367 6.059554 -0.2 0.0 -0.1
H -0.145888 -3.276251 3.590282 -0.2 -0.1 0.1
```
Forces are in eV/Å.

Results
2S+1   5
Net charge   +1
Energy above the lowest of the compared OMol25 structures with the same formula, charge and spin   2.157 eV
Frontier orbital gap (spin up / spin down)   5.81 / 5.67 eV
<S²>   6.042

List of Löwdin charges in e, atom by atom: 0.8898, -0.2012, -0.2134, -0.4678, -0.2148, -0.4486, -0.0092, 0.0866, 0.0565, 0.1067, -0.0155, 0.0796, 0.0820, 0.1140, -0.0350, 0.0916, 0.0807, 0.0455, -0.0411, 0.0908, 0.0672, 0.0748, -0.0284, 0.1115, 0.0839, 0.0848, -0.2412, -0.0799, -0.1557, -0.1752, -0.1673, -0.1288, -0.1815, -0.1340, 0.1142, 0.1155, 0.1063, 0.1265, 0.1230, 0.1006, 0.1114, 0.1142, 0.1147, 0.1151, 0.0853, 0.0853, 0.7447, 0.7588, -0.5658, -0.3789, 0.1004, 0.0229, 0.1024, 0.0607, -0.2080, 0.0282, 0.0600, 0.0560, -0.2036, 0.0535, 0.0586, 0.0396, -0.2461, 0.0319, 0.0571, 0.0447, -0.2341, 0.0411, 0.0457, 0.0388, -0.0643, 0.0578, -0.2444, -0.0275, -0.0834, -0.0767, -0.0845, -0.0406, 0.1080, 0.1080, 0.1057, 0.1053, 0.1083

=====

Record 3
This record from the OMol25 dataset describes 2 unconnected molecules or ions with the total composition C5H14N4. The level of theory is ωB97M-V/def2-TZVPD.

Geometry as XYZ:
```
23
Properties=species:S:1:pos:R:3:forces:R:3
C 4.604806 -1.693398 -0.316678 0.0 -0.2 0.6
C -0.551776 0.280166 -0.267907 0.1 0.5 0.3
C -1.546982 -0.121822 0.814517 0.0 -1.3 1.3
C -2.616947 -1.041369 0.257654 2.2 -2.7 0.2
C 1.776147 0.801233 -0.139661 1.4 -1.8 -2.2
N 4.139064 -0.668908 -0.124041 0.4 0.1 -0.2
N 0.638967 0.923526 0.258391 -2.1 0.3 1.2
N -3.575009 -0.255669 -0.489528 -5.2 -2.7 0.8
N 2.766834 1.792913 0.261833 -0.5 0.4 1.6
H 5.001310 -2.690324 -0.312373 0.1 0.0 -0.3
H -0.451101 -0.561520 -0.978298 0.6 0.4 0.2
H -0.940416 1.165701 -0.760605 -0.6 -0.2 -0.7
H -2.100611 0.718546 1.284759 0.8 -0.2 -0.1
H -1.079218 -0.739029 1.640505 -0.2 1.0 -0.8
H -2.209454 -1.941573 -0.313942 -0.4 1.6 0.1
H -3.140910 -1.600400 1.060706 -0.1 0.9 -0.3
H 2.245741 0.061989 -0.855468 -0.9 0.9 0.6
H -4.413171 -0.986680 -0.728312 1.8 2.3 1.0
H -3.477535 0.122998 -1.403795 1.3 0.9 -0.9
H -3.905325 0.427829 0.233579 -0.3 -0.2 -1.4
H 2.760104 2.449489 -0.513711 0.3 0.6 0.0
H 3.665732 1.240514 0.216656 -0.2 0.8 0.9
H 2.409742 2.315793 1.175726 1.5 -1.4 -2.1
```
Forces are in eV/Å.

Results
Net charge   +2
Energy above the lowest of the compared OMol25 structures with the same formula, charge and spin   1.816 eV
Frontier orbital gap   11.29 eV

List of natural (NBO) charges in e, atom by atom: 0.2417, -0.2562, -0.4279, -0.2552, 0.2597, -0.4824, -0.3785, -0.6979, -0.7481, 0.2733, 0.2033, 0.2282, 0.2220, 0.2628, 0.2490, 0.2606, 0.2182, 0.4746, 0.4572, 0.4597, 0.4506, 0.4978, 0.4877

=====

Record 4
This record from the OMol25 dataset describes 2 unconnected molecules or ions with the total composition C4H9N2O. The level of theory is ωB97M-V/def2-TZVPD.

Geometry as XYZ:
```
16
Properties=species:S:1:pos:R:3:forces:R:3
C 0.785475 1.793002 0.207299 -0.8 -3.2 -1.5
C -0.079028 -0.296533 0.003327 0.1 6.1 -0.1
C 1.382186 1.737200 1.538584 -2.4 3.3 0.0
C -1.550564 -1.540083 -1.620800 0.7 -0.3 0.3
N 0.572992 -1.115058 0.741042 -1.1 -5.6 -4.1
N -0.928132 -0.381337 -0.959512 0.0 -1.4 -0.8
O 0.690923 2.350484 -0.799242 0.0 0.1 1.0
H 0.578050 1.546781 2.242257 0.0 -0.5 0.1
H 2.217273 1.151427 1.658968 1.8 -1.6 -0.1
H 1.607839 2.790073 1.717807 0.6 0.1 0.3
H -2.120361 -2.101485 -0.921812 -0.4 -0.5 0.7
H -0.846772 -2.192128 -2.111794 0.5 -0.1 0.0
H -2.223183 -1.215429 -2.372493 -0.6 0.6 -0.6
H 0.670717 -0.862390 1.653912 0.9 0.3 2.9
H 0.423014 -2.144016 0.410488 0.7 1.8 1.9
H -1.180428 0.479491 -1.388031 0.0 0.8 -0.1
```
Forces are in eV/Å.

Results
Net charge   +1
Energy above the lowest of the compared OMol25 structures with the same formula, charge and spin   3.355 eV
Frontier orbital gap   9.78 eV

List of natural (NBO) charges in e, atom by atom: 0.7764, 0.3652, -0.7655, -0.4487, -0.7715, -0.5371, -0.3838, 0.2751, 0.2858, 0.2822, 0.2200, 0.2213, 0.2402, 0.4180, 0.4017, 0.4206